120
Properties=species:S:1:pos:R:3:forces:R:3 method="wB97M-V/def2-TZVPD" gap_ev="7.7 / 7.8" multiplicity=2
Sc -0.080427 0.429145 0.455649 -0.3 -0.2 0.7
C -0.912549 4.607862 -0.891945 0.0 0.0 0.0
C -1.389453 3.159447 -0.894694 0.0 0.0 0.0
C -2.568953 3.007256 0.050802 0.1 0.0 -0.1
C -1.762013 2.732428 -2.304298 0.0 0.0 -0.1
O -0.342263 2.272968 -0.415809 0.1 0.0 -0.1
Ge 1.559832 2.780260 -0.649672 0.1 0.1 -0.1
O 1.777117 1.317052 0.631768 0.1 0.0 -0.3
C 3.042929 1.151312 1.325165 -0.1 0.0 0.1
C 2.740249 0.366850 2.588748 0.0 0.0 0.0
C 4.002135 0.392679 0.421835 0.0 0.0 0.0
C 3.628321 2.510222 1.694283 0.0 0.0 0.0
O 1.693134 1.594324 -2.046312 0.0 0.1 -0.1
C 2.255442 1.944000 -3.314665 0.0 0.0 0.0
C 2.008534 3.411022 -3.674312 0.0 0.0 0.0
C 1.568289 1.056044 -4.343759 0.0 0.0 0.0
C 3.759319 1.689651 -3.281408 0.0 0.0 0.0
H -1.754099 5.253163 -1.148954 0.0 0.0 0.0
H -0.123289 4.783663 -1.625611 0.0 0.0 0.0
H -0.545329 4.901950 0.092270 0.0 0.0 0.0
H -3.437493 3.548986 -0.328649 0.0 0.0 0.0
H -2.322237 3.384855 1.042420 0.0 0.0 0.0
H -2.845535 1.957615 0.132916 0.1 0.1 0.0
H -2.519939 3.401269 -2.717326 0.0 0.0 0.0
H -2.168103 1.723769 -2.297448 0.0 0.0 0.0
H -0.884474 2.752583 -2.952559 0.0 0.0 0.0
H 2.233811 -0.564778 2.339167 0.0 0.0 0.0
H 2.105401 0.946612 3.261898 0.0 0.0 0.0
H 3.666695 0.120270 3.110339 0.0 0.0 0.0
H 3.615297 -0.598581 0.193885 0.0 0.0 0.0
H 4.967980 0.277219 0.917960 0.0 0.0 0.0
H 4.155133 0.932649 -0.513140 0.0 0.0 0.0
H 2.902731 3.111652 2.243318 0.0 0.0 0.0
H 3.954361 3.069002 0.815729 0.0 0.0 0.0
H 4.501474 2.355169 2.330237 0.0 0.0 0.0
H 0.941340 3.643850 -3.662398 0.0 0.0 0.0
H 2.384824 3.615187 -4.678503 0.0 0.0 0.0
H 2.520326 4.085492 -2.985231 0.0 0.0 0.0
H 0.504651 1.294298 -4.382162 0.0 0.0 0.0
H 1.668892 0.006932 -4.063229 0.0 0.0 0.0
H 1.994187 1.198252 -5.339160 0.0 0.0 0.0
H 4.238723 2.367810 -2.570460 0.0 0.0 0.0
H 4.209394 1.854690 -4.262782 0.0 0.0 0.0
H 3.962568 0.667761 -2.971487 0.0 -0.1 0.0
Cl -0.495003 2.611623 7.862892 0.0 0.0 0.0
C -0.557847 2.026277 6.246463 0.0 0.0 0.0
C -0.899239 0.703334 5.984800 0.0 0.0 0.0
Cl -1.266860 -0.350956 7.294052 0.0 0.0 0.0
C -0.943520 0.225948 4.678711 0.0 0.0 0.0
Cl -1.405429 -1.408388 4.402644 -0.1 0.0 -0.1
C -0.625214 1.047310 3.578507 0.0 0.0 0.0
O -0.623716 0.594624 2.348028 0.0 0.0 0.0
C -0.313343 2.388492 3.875164 0.0 0.0 0.0
Cl 0.020892 3.456160 2.565568 0.0 0.0 0.0
C -0.273075 2.869538 5.178306 0.0 0.0 0.0
Cl 0.133931 4.514618 5.474643 0.0 0.0 0.0
C -4.873252 1.563036 1.779124 0.0 0.0 0.1
C -4.730305 0.122296 1.266997 0.0 0.1 0.0
C -3.847171 -0.650751 2.226464 0.1 -0.1 0.0
C -4.410421 0.064261 -0.228554 0.0 -0.1 0.0
C -5.498896 0.430467 -1.027158 0.0 0.0 0.0
C -5.469604 0.366666 -2.402541 0.0 0.0 0.0
C -4.334010 -0.121892 -3.024555 0.0 0.0 0.0
C -3.221115 -0.492052 -2.285026 0.0 0.0 -0.1
C -2.043480 -1.129905 -3.007272 0.0 0.0 0.0
C -1.781060 -0.543914 -4.395695 0.0 0.0 0.0
C -2.297754 -2.636397 -3.143919 0.0 0.0 0.0
C -3.235237 -0.348739 -0.879293 0.1 0.0 0.0
N -1.995051 -0.652868 -0.211791 0.0 0.0 0.2
C -1.835295 -1.933677 0.106255 0.0 0.0 0.0
C -0.587779 -2.470812 0.436951 0.0 0.0 0.0
N 0.531739 -1.745816 0.421859 0.0 0.0 0.0
C 1.723522 -2.534662 0.587845 0.1 0.0 0.0
C 2.557873 -2.741704 -0.526974 0.0 0.0 0.0
C 3.688691 -3.535669 -0.374222 0.0 0.0 0.0
C 4.004683 -4.118837 0.841236 0.0 0.0 0.0
C 3.180664 -3.908071 1.926728 0.0 0.0 0.0
C 2.035307 -3.122441 1.824766 0.0 0.0 0.0
C 1.164442 -2.951198 3.052420 0.0 0.0 0.0
C 0.340832 -4.214219 3.326542 0.0 0.0 0.0
C 1.960981 -2.606660 4.314435 0.0 0.0 0.0
C 2.232060 -2.136885 -1.882062 0.0 0.0 0.0
C 3.432669 -2.119581 -2.825661 0.0 0.0 0.0
C 1.084468 -2.892932 -2.558187 0.0 0.0 0.0
H -3.896687 1.984289 2.029675 -0.1 0.0 0.0
H -5.474826 1.571123 2.689637 0.0 0.0 0.0
H -5.349589 2.218909 1.049672 0.0 0.0 0.0
H -5.725143 -0.330835 1.327800 0.0 0.0 0.0
H -3.809786 -1.716320 1.999916 0.0 0.0 0.0
H -4.246283 -0.545032 3.237185 0.0 0.0 0.0
H -2.830788 -0.269520 2.229223 0.1 0.0 0.0
H -6.405753 0.757322 -0.530359 0.0 0.0 0.0
H -6.333775 0.660029 -2.984579 0.0 0.0 0.0
H -4.319166 -0.223154 -4.101412 0.0 0.0 0.0
H -1.142511 -0.983699 -2.404500 0.0 0.0 0.0
H -2.551960 -0.842523 -5.108488 0.0 0.0 0.0
H -0.830203 -0.917898 -4.778581 0.0 0.0 0.0
H -1.738795 0.545272 -4.380149 0.0 0.0 0.0
H -3.234232 -2.803601 -3.680980 0.0 0.0 0.0
H -2.377580 -3.126649 -2.172876 0.0 0.0 0.0
H -1.493528 -3.117084 -3.703726 0.0 0.0 0.0
H -2.679282 -2.615911 0.053115 0.0 0.0 0.0
H -0.533858 -3.537983 0.627363 0.0 0.0 0.0
H 4.342698 -3.703996 -1.217311 0.0 0.0 0.0
H 4.891124 -4.732869 0.936401 0.0 0.0 0.0
H 3.424534 -4.361487 2.879170 0.0 0.0 0.0
H 0.480419 -2.127933 2.855353 0.0 0.0 0.0
H 1.004757 -5.057161 3.532958 0.0 0.0 0.0
H -0.292835 -4.493690 2.485157 0.0 0.0 0.0
H -0.296804 -4.069842 4.201064 0.0 0.0 0.0
H 2.564867 -3.452547 4.648556 0.0 0.0 0.0
H 1.271768 -2.362125 5.124717 0.0 0.0 0.0
H 2.626728 -1.758135 4.165085 0.0 0.0 0.0
H 1.917684 -1.098879 -1.720706 0.0 0.0 0.0
H 3.711111 -3.130992 -3.129318 0.0 0.0 0.0
H 4.306307 -1.649888 -2.370394 0.0 0.0 0.0
H 3.186031 -1.572828 -3.735466 0.0 0.0 0.0
H 1.377219 -3.929264 -2.745085 0.0 0.0 0.0
H 0.840035 -2.433773 -3.519959 0.0 0.0 0.0
H 0.182106 -2.900811 -1.949066 0.0 0.0 0.0

---

45
Properties=species:S:1:pos:R:3:forces:R:3 method="wB97M-V/def2-TZVPD" gap_ev="5.4 / 5.5"
Mg -0.160947 1.184057 0.807576 1.0 0.2 -0.3
C -1.653377 0.087081 4.330457 0.1 0.0 -0.1
C -0.518023 -0.375069 3.418029 -0.1 -0.3 0.1
C 0.444087 -1.301732 4.147020 0.0 0.0 -0.1
O 0.192463 0.758630 2.874832 -0.4 -0.2 0.4
C -1.133551 -1.095377 2.203031 0.1 0.0 -0.2
O -1.641280 -2.196242 2.335638 0.1 0.1 0.0
O -1.050059 -0.431200 1.095911 -0.6 -1.2 0.4
H -1.253951 0.509127 5.255106 0.0 0.0 0.0
H -2.288902 -0.763679 4.573312 0.0 0.0 0.0
H -2.254603 0.842931 3.827544 0.0 0.0 0.0
H 0.772216 -0.853612 5.087882 0.0 0.0 0.0
H 1.319750 -1.491001 3.525998 0.0 0.0 0.0
H -0.051913 -2.247727 4.356365 0.0 0.0 0.0
H 0.650990 1.210996 3.590733 0.2 0.2 -0.2
O -2.940570 1.952922 0.544420 -0.3 0.2 0.2
C -2.299177 2.185784 1.435786 -0.5 0.1 -0.2
Se 5.010368 3.850795 1.191286 0.1 0.0 -0.1
Sb 3.122476 2.343175 0.574328 -0.8 -0.6 1.2
Se 3.094327 2.015862 -1.885798 -0.1 0.1 -0.5
Se 3.387515 0.158596 1.666365 0.1 0.7 -0.5
Se 0.984158 3.453990 1.278571 0.9 0.1 -0.3
C 1.226764 -1.807094 -0.881967 0.3 0.1 0.3
N 0.157087 -2.245323 -1.811714 0.0 0.0 0.0
C 0.708036 -2.488657 -3.162208 0.1 -0.1 -0.2
C -1.028568 -1.295291 -1.844916 -0.3 0.5 0.1
C -0.734509 0.121921 -2.285566 0.1 0.3 -0.4
C -0.957792 0.387700 -3.642241 0.0 -0.2 0.1
C -0.839891 1.665354 -4.159401 0.0 0.1 -0.2
C -0.506142 2.701498 -3.307864 0.0 0.1 0.1
C -0.277193 2.442000 -1.959222 0.2 0.0 -0.4
C -0.370743 1.161412 -1.397918 0.2 -0.3 0.6
H 1.967282 -2.596546 -0.766015 -0.1 -0.1 -0.1
H 0.791103 -1.582713 0.084821 -0.1 0.0 0.0
H 1.707154 -0.919783 -1.279728 0.0 0.1 0.0
H -0.208428 -3.120745 -1.440515 0.0 0.0 -0.1
H 1.053471 -1.540352 -3.565382 0.0 0.0 0.0
H -0.061297 -2.899691 -3.812038 -0.1 0.0 0.1
H 1.543879 -3.182532 -3.099148 0.0 0.0 0.1
H -1.446121 -1.283194 -0.843284 0.1 -0.1 0.2
H -1.744478 -1.745273 -2.534237 0.1 -0.1 0.0
H -1.264833 -0.423244 -4.299003 0.0 0.0 0.0
H -1.020167 1.851509 -5.210810 0.0 0.0 0.0
H -0.423435 3.715437 -3.683762 0.0 0.0 0.0
H -0.003195 3.285290 -1.332270 0.0 -0.1 0.0

---

27
Properties=species:S:1:pos:R:3:forces:R:3 method="wB97M-V/def2-TZVPD" gap_ev="6.4 / 6.6"
C 2.114812 1.500710 -0.185231 1.2 -1.4 -1.8
C 0.604030 -0.834459 -1.137953 -1.7 1.9 2.1
C 1.689878 -1.839576 -0.836862 -0.4 -1.0 0.4
N 1.509855 1.908868 0.959431 -2.6 -1.3 1.3
H 0.716273 0.903883 1.313788 1.4 2.2 -0.4
H 0.960114 2.748579 0.793693 0.0 -0.1 0.1
H 2.435591 2.264005 -0.890066 -0.1 0.0 -0.1
H 2.913600 0.788326 -0.000105 0.4 0.0 0.0
H 1.417574 0.380196 -1.033166 -0.2 1.1 0.7
H 0.163600 -0.823912 -2.130482 0.0 0.0 0.1
H 1.282502 -2.856871 -0.758785 0.3 0.2 -0.1
H 2.213992 -1.641335 0.103683 0.0 0.2 0.0
H 2.470054 -1.879270 -1.604953 -0.3 0.3 0.0
C -1.524796 0.776710 -0.306543 0.0 -0.1 0.1
C -2.688256 1.097389 0.638559 0.2 0.0 -0.1
C -0.753006 -0.446052 0.132121 3.6 0.1 -2.8
N -0.003536 -0.252885 1.385100 -0.7 -0.8 -0.1
C -1.115001 -1.739457 -0.307383 -1.1 -1.2 0.4
H 0.725554 -0.961846 1.440700 -0.1 0.0 0.1
H -0.624896 -0.410643 2.179802 0.1 0.1 0.0
H -1.905232 0.598503 -1.313773 0.0 -0.1 0.0
H -0.844092 1.625456 -0.366170 0.0 0.0 0.0
H -1.921322 -1.864768 -1.015297 -0.1 0.1 0.0
H -0.896191 -2.601266 0.309186 0.2 -0.1 0.0
H -2.326106 1.346710 1.638243 0.0 0.0 0.0
H -3.243988 1.961550 0.272623 0.0 -0.1 0.0
H -3.371006 0.251455 0.719839 0.0 0.0 0.0

---

25
Properties=species:S:1:pos:R:3:forces:R:3 method="wB97M-V/def2-TZVPD" smiles="O=C1Nc2ccccc2[N@+]12CCOC2" gap_ev=9.7 total_charge=+1
O -1.671328 2.676571 -0.373565 0.2 -0.5 0.1
C -0.763391 1.953500 -0.137243 1.6 1.8 0.6
N 0.567146 2.212047 0.250866 -0.9 1.6 0.3
C 1.377550 1.100930 0.190352 -0.8 0.0 -0.9
C 2.732817 1.011303 0.309813 -0.9 -4.8 -0.8
C 3.229451 -0.334138 0.089443 -3.0 2.3 0.3
C 2.437904 -1.422158 -0.218972 1.2 -0.8 0.1
C 1.075143 -1.253747 -0.299487 -2.9 -1.2 -1.3
C 0.574522 0.035772 -0.163251 0.2 -2.0 -0.2
N -0.854757 0.454683 -0.145820 0.2 -0.2 -0.2
C -1.868116 -0.181177 -1.078954 -0.3 -1.6 -1.2
C -2.421404 -1.420246 -0.312258 -1.3 -0.1 0.9
O -1.837065 -1.285420 0.935914 1.5 0.3 2.3
C -1.474150 0.017152 1.128978 -4.7 0.7 1.0
H 1.023976 3.113477 0.509465 -1.5 -0.7 -0.6
H 3.304888 1.717455 0.761769 1.7 2.2 0.7
H 4.196869 -0.540508 0.272942 3.4 -0.3 0.4
H 2.980391 -2.403511 -0.327039 -1.1 1.1 0.0
H 0.331472 -2.112438 -0.580160 1.7 1.6 0.7
H -1.277800 -0.539415 -1.898105 0.1 0.1 -0.8
H -2.739508 0.376018 -1.436022 0.9 1.0 0.4
H -3.568115 -1.544497 -0.106536 1.9 0.6 -1.2
H -1.959845 -2.353572 -0.552852 -0.5 -0.7 -1.5
H -0.872424 0.085089 2.002276 0.7 0.5 0.5
H -2.524236 0.636819 1.178440 2.7 -0.7 0.2

---

The ΔE to the lowest compared entry with this formula, charge and spin results, record by record, are as follows: 0.0, 131.6, 686.9, 107.7 kJ/mol.
The E results, record by record, are as follows: -197657.2230, -297891.3008, -10524.4901, -17614.9964 eV.